(1)
2 unconnected molecules or ions with the total composition CN3O3, computed with ωB97M-V/def2-TZVPD.

Last column: Mulliken charge in e.
Geometry (Å):
C  0.68  -1.95  0.36  0.458
N  0.74  -2.96  -0.20  -0.610
N  0.47  0.89  -0.67  -0.287
N  -0.51  1.36  -0.15  1.205
O  -1.35  1.09  0.67  -0.560
O  -0.48  2.46  -0.89  -0.544
O  0.45  -0.90  0.88  -0.662

Computed properties:
gap between HOMO and LUMO: 6.697 eV
total charge: -1
E_LUMO: 2.137 eV
energy above the lowest of the compared OMol25 structures with the same formula, charge and spin: 1.4794 eV
E_HOMO: -4.56 eV

=====

(2)
2 unconnected molecules or ions with the total composition CO7S2, computed with ωB97M-V/def2-TZVPD.

Last column: Mulliken charge in e.
Geometry (Å):
C  0.40  0.07  -0.67  0.199
O  2.65  -0.98  -0.48  -0.656
O  -2.95  0.97  -0.66  -0.608
O  0.42  0.32  -1.84  -0.414
O  2.75  1.24  0.24  -0.655
O  1.54  -0.39  1.66  -0.632
O  -2.30  -1.42  -0.27  -0.571
O  -2.35  0.19  1.56  -0.578
S  2.01  0.00  0.34  1.072
S  -2.16  -0.01  0.12  0.841

Computed properties:
gap between HOMO and LUMO (alpha / beta): 6.514 / 6.411 eV
total charge: -2
E_LUMO (alpha / beta): 6.165 / 6.124 eV
energy above the lowest of the compared OMol25 structures with the same formula, charge and spin: 1.5141 eV
E_HOMO (alpha / beta): -0.35 / -0.29 eV

=====

(3)
A molecular structure, Ca2H12NO9, computed with ωB97M-V/def2-TZVPD.

Last column: Mulliken charge in e.
Geometry (Å):
Ca  4.19  -0.61  0.06  1.823
Ca  -1.32  1.83  -2.15  1.744
N  0.65  -0.28  0.07  0.952
O  0.39  -1.00  0.99  -0.597
O  1.86  -0.23  -0.34  -0.721
O  -0.24  0.38  -0.48  -0.475
O  3.76  1.64  1.05  -0.599
H  2.96  1.95  1.51  0.322
H  4.49  2.16  1.43  0.351
O  1.40  -1.51  -3.28  -0.561
H  1.42  -0.63  -2.91  0.287
H  2.01  -2.03  -2.75  0.267
O  -2.53  -0.76  1.98  -0.575
H  -2.59  0.20  2.11  0.291
H  -1.66  -0.90  1.58  0.306
O  -3.08  1.03  -0.78  -0.582
H  -3.32  1.56  0.00  0.338
H  -3.30  0.11  -0.53  0.313
O  -1.37  -0.12  -3.23  -0.526
H  -2.14  -0.72  -3.34  0.303
H  -0.74  -0.40  -3.92  0.329
O  -0.57  -0.33  4.42  -0.573
H  -0.27  -1.15  4.83  0.335
H  0.02  -0.20  3.68  0.249

Computed properties:
gap between HOMO and LUMO: 6.319 eV
total charge: +3
E_LUMO: -11.368 eV
energy above the lowest of the compared OMol25 structures with the same formula, charge and spin: 0.0000 eV
E_HOMO: -17.69 eV

=====

(4)
A molecular structure, CaI3O4P, computed with ωB97M-V/def2-TZVPD.

Last column: Mulliken charge in e.
Geometry (Å):
Ca  1.43  -0.34  1.30  0.742
I  -1.08  -1.79  2.02  -0.728
I  2.68  -2.16  -0.53  -0.713
I  2.39  0.26  3.84  -0.641
P  -1.07  0.86  -1.29  0.541
O  -1.98  -0.17  -1.69  -0.455
O  -0.42  1.37  -2.61  -0.726
O  0.18  0.30  -0.44  -0.286
O  -2.14  1.68  -0.61  -0.733

Computed properties:
gap between HOMO and LUMO (alpha / beta): 4.617 / 3.921 eV
total charge: -3
multiplicity: 2
E_LUMO (alpha / beta): 6.355 / 6.356 eV
energy above the lowest of the compared OMol25 structures with the same formula, charge and spin: 0.1269 eV
E_HOMO (alpha / beta): 1.74 / 2.44 eV

=====

(5)
A molecular structure, Cd2H30O19P, computed with ωB97M-V/def2-TZVPD.

Last column: Mulliken charge in e.
Geometry (Å):
Cd  1.76  -1.04  1.86  0.103
Cd  -1.18  1.57  -1.22  -3.465
P  0.41  0.26  0.18  3.715
O  1.89  -0.02  0.22  -1.475
O  -0.36  -0.14  -1.20  0.901
O  0.05  1.77  0.21  -0.498
O  -0.04  -0.45  1.50  -0.972
O  -1.93  -2.21  1.11  -0.784
H  -1.37  -1.49  1.39  0.298
H  -1.52  -2.55  0.32  0.425
O  -0.58  -2.74  -1.06  -0.683
H  -0.56  -1.79  -1.17  -0.015
H  -0.70  -3.08  -1.95  0.334
O  1.10  -2.20  3.54  -0.400
H  0.86  -3.13  3.47  0.272
H  0.71  -1.92  4.37  0.292
O  2.32  0.49  3.09  -0.396
H  3.09  0.99  3.39  0.286
H  1.57  0.98  3.44  0.297
O  -3.56  -2.11  -1.54  -0.628
H  -2.81  -1.62  -1.21  0.249
H  -3.88  -1.59  -2.28  0.311
O  0.76  -1.13  -3.62  -0.697
H  0.24  -0.90  -4.39  0.315
H  0.29  -0.72  -2.89  0.270
O  0.36  2.31  -2.52  0.644
H  0.54  3.17  -2.92  -0.014
H  1.11  1.77  -2.77  0.168
O  1.76  -2.84  0.67  -0.495
H  2.44  -2.65  0.02  0.381
H  1.38  -3.67  0.39  0.226
O  2.78  -1.66  -1.58  -0.787
H  2.32  -0.99  -1.07  0.372
H  2.32  -1.69  -2.42  0.345
O  -1.20  2.87  2.21  -0.725
H  -1.71  2.11  2.49  0.360
H  -0.68  2.55  1.47  0.387
O  -2.86  1.00  -0.20  0.426
H  -3.65  1.31  -0.65  0.110
H  -3.18  0.56  0.59  0.085
O  -1.72  0.41  3.26  -0.763
H  -1.23  0.22  2.46  0.283
H  -2.63  0.21  3.04  0.356
O  -2.05  0.98  -3.12  0.812
H  -2.45  0.19  -3.51  -0.040
H  -1.84  1.53  -3.87  0.008
O  1.77  3.80  1.00  -0.740
H  1.19  4.44  0.59  0.335
H  1.25  3.00  1.05  0.283
O  3.48  2.00  -0.23  -0.802
H  3.04  1.16  -0.10  0.303
H  2.87  2.65  0.13  0.431

Computed properties:
gap between HOMO and LUMO (alpha / beta): 3.021 / 9.127 eV
total charge: 0
multiplicity: 2
E_LUMO (alpha / beta): -0.811 / -0.830 eV
E_HOMO (alpha / beta): -3.83 / -9.96 eV

=====

(6)
A molecular structure, Cd3N2O6, computed with ωB97M-V/def2-TZVPD.

Last column: Mulliken charge in e.
Geometry (Å):
Cd  -11.79  14.52  2.63  1.521
Cd  -17.47  14.11  0.70  1.540
Cd  -11.72  17.69  -1.06  1.343
N  -18.59  15.73  3.49  1.080
O  -17.93  16.29  4.36  -0.263
O  -19.74  15.43  3.64  -0.299
O  -17.92  15.32  2.48  -0.475
N  -14.39  15.35  1.01  1.072
O  -13.97  16.11  0.15  -0.506
O  -15.49  14.77  0.95  -0.412
O  -13.71  15.04  2.05  -0.600

Computed properties:
gap between HOMO and LUMO: 1.786 eV
total charge: +4
E_LUMO: -19.540 eV
energy above the lowest of the compared OMol25 structures with the same formula, charge and spin: 0.9883 eV
E_HOMO: -21.33 eV

=====

(7)
A molecular structure, CdF2HOP, computed with ωB97M-V/def2-TZVPD.

Last column: Mulliken charge in e.
Geometry (Å):
O  1.23  -0.74  -0.86  -0.421
P  0.49  0.62  -0.38  0.440
H  1.05  -1.56  -0.38  0.356
F  -1.53  -0.05  -0.43  -0.541
F  0.57  2.00  0.51  -0.237
Cd  -1.81  -0.26  1.54  0.402

Computed properties:
gap between HOMO and LUMO (alpha / beta): 7.252 / 5.469 eV
total charge: 0
E_LUMO (alpha / beta): -0.920 / -2.074 eV
E_HOMO (alpha / beta): -8.17 / -7.54 eV

=====

(8)
A molecular structure, CdH5O5, computed with ωB97M-V/def2-TZVPD.

Last column: Mulliken charge in e.
Geometry (Å):
Cd  -0.24  -0.05  0.03  1.216
O  0.94  0.10  1.74  -0.882
H  1.43  -0.70  2.01  0.159
O  0.60  0.27  -1.75  -0.922
H  1.52  0.03  -1.95  0.146
O  -2.17  -0.22  -0.21  -0.928
H  -2.68  0.42  0.32  0.228
O  0.00  -2.10  -0.05  -0.798
H  0.95  -2.00  0.14  0.212
O  -0.26  1.96  0.32  -0.710
H  -0.09  2.28  -0.59  0.279

Computed properties:
gap between HOMO and LUMO (alpha / beta): 7.209 / 6.594 eV
total charge: -2
multiplicity: 2
E_LUMO (alpha / beta): 7.300 / 6.611 eV
E_HOMO (alpha / beta): 0.09 / 0.02 eV

=====

(9)
A molecular structure, CdN2O6, computed with ωB97M-V/def2-TZVPD.

Last column: Mulliken charge in e.
Geometry (Å):
Cd  -2.21  -1.87  5.54  0.346
N  -0.53  -1.01  1.80  1.027
O  0.16  -2.03  1.93  -0.450
O  -0.05  -0.16  0.97  -0.385
O  -1.43  -0.68  2.57  -0.477
N  1.01  1.42  -3.11  1.172
O  1.07  0.40  -3.78  -0.388
O  2.03  2.06  -3.07  -0.421
O  -0.05  1.86  -2.87  -0.424

Computed properties:
gap between HOMO and LUMO: 1.862 eV
total charge: 0
E_LUMO: -6.935 eV
E_HOMO: -8.80 eV

=====

(10)
A molecular structure, CdNO3, computed with ωB97M-V/def2-TZVPD.

Last column: Mulliken charge in e.
Geometry (Å):
Cd  1.15  0.75  -1.67  1.359
N  -0.36  -0.09  0.44  1.452
O  -0.61  -0.35  -0.67  -0.686
O  0.71  0.53  0.64  -0.705
O  -0.89  -0.84  1.26  -0.420

Computed properties:
gap between HOMO and LUMO: 5.531 eV
total charge: +1
E_LUMO: -9.571 eV
energy above the lowest of the compared OMol25 structures with the same formula, charge and spin: 0.0000 eV
E_HOMO: -15.10 eV

=====

(11)
A molecular structure, CeFHO2P, computed with ωB97M-V/def2-TZVPD.

Last column: Mulliken charge in e.
Geometry (Å):
P  -0.98  0.51  1.81  0.356
O  -2.16  1.14  0.91  -0.572
O  -0.23  0.21  0.23  -0.620
F  3.00  -1.82  -1.90  -0.497
Ce  1.61  -0.78  -0.77  1.881
H  -1.24  0.74  -0.28  0.451

Computed properties:
gap between HOMO and LUMO (alpha / beta): 4.270 / 8.103 eV
total charge: +1
multiplicity: 3
E_LUMO (alpha / beta): -5.919 / -6.062 eV
energy above the lowest of the compared OMol25 structures with the same formula, charge and spin: 2.1931 eV
E_HOMO (alpha / beta): -10.19 / -14.17 eV

=====

(12)
A molecular structure, Cl2F3O8Sr3, computed with ωB97M-V/def2-TZVPD.

Last column: Mulliken charge in e.
Geometry (Å):
Sr  1.11  3.83  2.17  1.712
Sr  4.04  3.00  -3.64  1.802
Sr  -0.37  -0.52  -3.21  1.895
F  0.96  2.64  -5.08  -0.874
F  3.44  -1.03  -3.03  -0.877
F  1.48  1.84  -0.91  -0.929
Cl  -3.64  1.07  0.05  1.617
O  -2.67  1.83  0.76  -0.656
O  -3.58  1.56  -1.27  -0.674
O  -3.42  -0.42  0.09  -0.659
O  -4.85  1.41  0.61  -0.608
Cl  1.42  -2.98  2.67  1.600
O  1.45  -3.30  4.07  -0.600
O  1.14  -1.77  2.23  -0.506
O  2.78  -3.09  2.35  -0.626
O  0.71  -4.08  2.15  -0.619

Computed properties:
gap between HOMO and LUMO: 1.891 eV
total charge: +1
E_LUMO: -6.994 eV
E_HOMO: -8.89 eV

=====

(13)
A molecular structure, Cl2FH, computed with ωB97M-V/def2-TZVPD.

Last column: Mulliken charge in e.
Geometry (Å):
H  0.85  0.40  0.30  0.439
F  0.54  1.19  -0.12  -0.410
Cl  0.58  -1.22  -0.10  -0.119
Cl  -1.97  -0.37  -0.08  0.089

Computed properties:
gap between HOMO and LUMO: 6.839 eV
total charge: 0
E_LUMO: -5.343 eV
energy above the lowest of the compared OMol25 structures with the same formula, charge and spin: 2.9079 eV
E_HOMO: -12.18 eV

=====

(14)
A molecular structure, Cl2FO8Sr3, computed with ωB97M-V/def2-TZVPD.

Last column: Mulliken charge in e.
Geometry (Å):
Sr  -2.12  1.40  -1.72  1.730
Sr  2.47  -4.20  -2.80  1.994
Sr  1.64  -1.78  2.34  1.989
F  -3.46  -0.23  -3.25  -0.821
Cl  -0.09  1.93  2.33  1.448
O  0.43  0.73  2.86  -0.673
O  -0.60  1.68  0.94  -0.535
O  -0.86  2.66  3.17  -0.466
O  1.16  2.64  2.13  -0.628
Cl  0.25  -1.01  -1.23  1.599
O  1.26  -1.84  -1.90  -0.704
O  -1.10  -1.07  -1.68  -0.648
O  0.29  -1.29  0.20  -0.663
O  0.72  0.36  -1.37  -0.621

Computed properties:
gap between HOMO and LUMO: 3.690 eV
total charge: +3
E_LUMO: -12.796 eV
energy above the lowest of the compared OMol25 structures with the same formula, charge and spin: 1.6187 eV
E_HOMO: -16.49 eV

=====

(15)
2 unconnected molecules or ions with the total composition Cl2H2N2, computed with ωB97M-V/def2-TZVPD.

Last column: Mulliken charge in e.
Geometry (Å):
N  0.42  -1.13  0.14  -0.385
N  0.36  1.20  -0.14  -0.374
Cl  -1.19  -1.38  0.03  0.042
Cl  -1.23  1.42  -0.03  0.059
H  0.85  -0.97  -0.83  0.316
H  0.78  0.86  0.84  0.342

Computed properties:
gap between HOMO and LUMO (alpha / beta): 9.043 / 9.025 eV
total charge: 0
E_LUMO (alpha / beta): -0.800 / -0.866 eV
energy above the lowest of the compared OMol25 structures with the same formula, charge and spin: 2.5088 eV
E_HOMO (alpha / beta): -9.84 / -9.89 eV

=====

(16)
A single Cl2H2NPS molecule, computed with ωB97M-V/def2-TZVPD.

Last column: Mulliken charge in e.
Geometry (Å):
N  -0.11  -0.41  0.99  -0.637
P  -1.48  0.01  0.08  0.760
S  -1.27  0.98  -1.84  -0.177
Cl  -2.49  -1.73  -0.39  -0.220
Cl  -2.81  1.12  1.10  -0.142
H  0.25  -1.17  0.56  0.228
H  -0.62  1.74  -1.10  0.187

Computed properties:
gap between HOMO and LUMO: 8.947 eV
total charge: 0
SMILES: N=P(S)(Cl)Cl
E_LUMO: -0.463 eV
energy above the lowest of the compared OMol25 structures with the same formula, charge and spin: 1.6351 eV
E_HOMO: -9.41 eV

=====

(17)
2 unconnected molecules or ions with the total composition Cl2H2OP2, computed with ωB97M-V/def2-TZVPD.

Last column: Mulliken charge in e.
Geometry (Å):
O  0.87  -0.65  1.58  -0.466
P  -0.18  -1.66  -1.14  -0.071
P  1.06  -0.67  0.13  0.627
Cl  2.69  0.42  -0.37  -0.158
Cl  -1.39  2.26  -0.57  -0.221
H  -1.99  1.84  0.36  0.219
H  -1.05  -1.55  0.01  0.070

Computed properties:
gap between HOMO and LUMO: 8.682 eV
total charge: 0
E_LUMO: -0.531 eV
energy above the lowest of the compared OMol25 structures with the same formula, charge and spin: 2.0375 eV
E_HOMO: -9.21 eV

=====

(18)
A molecular structure, Cl2H3N2P, computed with ωB97M-V/def2-TZVPD.

Last column: Mulliken charge in e.
Geometry (Å):
N  -1.62  0.04  0.07  -0.612
N  0.66  -0.15  1.06  -0.553
P  -0.13  0.27  -0.31  0.808
Cl  0.66  -0.83  -1.72  -0.193
Cl  0.79  2.10  -0.60  -0.244
H  -2.16  -0.23  -1.07  0.266
H  0.10  -0.80  1.50  0.270
H  1.69  -0.40  1.08  0.258

Computed properties:
gap between HOMO and LUMO: 10.266 eV
total charge: 0
E_LUMO: 0.412 eV
energy above the lowest of the compared OMol25 structures with the same formula, charge and spin: 1.1710 eV
E_HOMO: -9.85 eV

=====

(19)
A single Cl2H4Si3 molecule, computed with ωB97M-V/def2-TZVPD.

Last column: Mulliken charge in e.
Geometry (Å):
Si  1.71  0.89  1.02  0.435
Si  -2.15  0.16  -0.73  0.276
Si  -0.17  -0.42  0.91  0.113
Cl  0.95  2.12  2.57  -0.287
Cl  -2.95  0.46  -2.66  -0.255
H  2.86  0.14  1.59  -0.100
H  2.44  2.09  0.66  -0.108
H  -2.91  1.45  -0.16  -0.024
H  -2.94  -1.25  -0.40  -0.050

Computed properties:
gap between HOMO and LUMO (alpha / beta): 6.852 / 6.211 eV
total charge: 0
multiplicity: 3
E_LUMO (alpha / beta): -1.192 / -3.425 eV
energy above the lowest of the compared OMol25 structures with the same formula, charge and spin: 0.7876 eV
E_HOMO (alpha / beta): -8.04 / -9.64 eV

=====

(20)
A molecular structure, Cl2H8LiO4, computed with ωB97M-V/def2-TZVPD.

Last column: Mulliken charge in e.
Geometry (Å):
Li  10.78  16.20  -15.91  0.624
Cl  10.49  15.17  -18.09  -0.841
Cl  9.65  18.39  -15.58  -0.865
O  11.72  15.97  -13.87  -0.450
H  12.60  15.79  -13.56  0.222
H  11.38  16.64  -13.27  0.283
O  11.34  12.98  -15.63  -0.571
H  10.90  12.15  -15.45  0.260
H  10.77  13.42  -16.26  0.231
O  13.33  16.80  -16.21  -0.541
H  14.14  16.53  -15.77  0.267
H  13.39  16.43  -17.09  0.323
O  9.03  14.89  -15.09  -0.445
H  8.72  14.23  -15.70  0.277
H  8.23  15.23  -14.68  0.227

Computed properties:
gap between HOMO and LUMO: 7.151 eV
total charge: -1
E_LUMO: 2.649 eV
energy above the lowest of the compared OMol25 structures with the same formula, charge and spin: 0.9491 eV
E_HOMO: -4.50 eV

=====

Calculated values (eV/Å) of max |F| for the records, taken in order: 3.2 2.6 1.7 9.5 10.4 2.2 2.7 4.0 4.2 10.5 4.6 11.7 4.0 9.4 3.9 7.6 4.0 6.0 3.2 0.9.